No. 1
Formula: H24NeO12
Source: the OMol25 dataset
Level of theory: ωB97M-V/def2-TZVPD

Structure (XYZ):
```
37
Properties=species:S:1:pos:R:3:forces:R:3
Ne -12.95182 15.09323 8.71241 0.0 0.1 0.0
O -10.94389 13.15789 8.75364 -0.4 -0.5 0.1
H -10.71398 14.07257 8.91713 0.5 0.8 -0.1
H -10.14963 12.77338 8.38277 0.2 -0.2 -0.1
O -17.17025 14.16775 7.04069 -0.2 0.2 -0.2
H -16.62951 14.50678 7.75406 0.3 -0.1 0.4
H -17.79940 13.58861 7.47082 -0.1 -0.2 0.0
O -14.43645 17.24452 6.82440 -0.1 -0.2 0.3
H -13.57064 17.62347 6.67267 0.4 0.0 -0.2
H -14.84478 17.82752 7.46441 -0.2 0.3 0.0
O -12.30507 13.04629 11.22479 -0.4 0.3 0.4
H -11.69318 12.68091 11.86379 0.1 -0.1 0.2
H -11.78491 13.15332 10.42841 0.3 -0.2 -0.6
O -11.06584 16.70115 11.15461 0.8 0.3 -0.9
H -11.46196 16.00923 11.68430 -0.4 -0.2 0.6
H -11.79455 17.28112 10.93359 -0.2 0.1 0.1
O -9.84409 15.72511 8.73401 0.1 -0.3 -0.6
H -10.08709 16.28136 9.47413 -0.5 0.3 0.9
H -8.91984 15.92076 8.58003 0.3 -0.1 -0.2
O -15.32422 13.31315 11.27474 -0.1 -0.3 0.6
H -15.30923 14.12612 10.76968 -0.2 0.2 -0.3
H -14.62823 12.77951 10.89126 0.3 -0.2 0.0
O -15.78568 15.31266 9.57263 -0.1 0.3 -0.3
H -15.16041 15.78072 9.01927 0.4 0.1 -0.4
H -16.50116 15.93453 9.70529 -0.3 0.1 0.2
O -13.47019 12.57371 7.32458 -0.4 0.1 -0.2
H -12.73837 12.94483 7.81747 0.4 0.0 0.2
H -13.41491 11.63178 7.48567 0.0 -0.2 0.0
O -12.94225 15.63278 12.91578 0.3 0.2 0.1
H -13.63938 16.28737 12.87399 -0.2 0.2 0.1
H -13.22259 14.94476 12.31223 -0.3 -0.8 -0.2
O -15.32506 15.05539 5.06382 0.2 0.0 -0.5
H -15.99542 14.81818 5.70458 -0.3 -0.3 0.1
H -14.65057 15.50136 5.57607 0.1 0.2 0.1
O -11.32605 15.72458 5.95260 -0.1 0.3 -0.1
H -10.88717 15.58666 6.79201 0.2 0.1 0.4
H -11.22736 14.89211 5.49056 -0.2 -0.2 -0.2
```
Positions in Å, forces in eV/Å.

Computed properties:
- Total charge: 0
- 2S+1: 1
- Relative energy (zero: lowest compared OMol25 entry of this formula, charge and spin): 1.045 eV
- Molecular weight: 236.36 g mol⁻¹
- E: -1046.22313 Ha

In elementary charge units, the natural (NBO) charges are:
1. Ne 0.000
2. O -0.988
3. H 0.505
4. H 0.488
5. O -0.960
6. H 0.482
7. H 0.480
8. O -0.946
9. H 0.485
10. H 0.464
11. O -0.978
12. H 0.475
13. H 0.491
14. O -0.977
15. H 0.507
16. H 0.470
17. O -0.993
18. H 0.515
19. H 0.486
20. O -0.973
21. H 0.478
22. H 0.477
23. O -0.953
24. H 0.491
25. H 0.485
26. O -0.949
27. H 0.479
28. H 0.463
29. O -0.959
30. H 0.471
31. H 0.499
32. O -0.963
33. H 0.481
34. H 0.471
35. O -0.956
36. H 0.478
37. H 0.474

No. 2
Formula: C5H10OS2
Source: the OMol25 dataset
Level of theory: ωB97M-V/def2-TZVPD

Structure (XYZ):
```
18
Properties=species:S:1:pos:R:3:forces:R:3
C 3.65190 0.01511 0.88229 -0.8 -0.4 0.1
C 2.25527 -0.49763 1.08006 0.3 0.0 0.2
O 4.61884 -0.45525 1.46542 0.3 0.3 -0.2
C 3.77296 1.11709 -0.03852 0.4 0.0 -0.1
S -5.69786 0.23141 -0.28864 0.9 -0.4 -0.5
S -0.66602 -0.14904 -0.15203 -0.1 0.2 -0.2
C -2.44325 0.11086 -0.14436 0.5 0.1 0.3
C -3.15028 -0.53179 -1.31045 -0.4 1.0 0.0
H 2.27829 -1.37013 1.72274 -0.1 0.0 0.1
H 1.81135 -0.75177 0.11557 0.0 -0.1 0.0
H 1.63519 0.28445 1.51620 -0.1 0.0 0.0
H 2.90429 1.55481 -0.51376 0.0 0.1 0.1
H 4.76934 1.50386 -0.21700 -0.1 0.1 -0.1
H -2.61268 1.19291 -0.10926 0.0 0.0 -0.1
H -2.81004 -0.22955 0.82635 -0.1 -0.2 -0.1
H -4.27346 -0.57621 -1.11788 -1.1 -0.3 0.6
H -3.21371 0.10085 -2.19761 0.6 -0.2 -0.1
H -2.83013 -1.54998 -1.51912 -0.3 0.0 0.0
```
Positions in Å, forces in eV/Å.

Computed properties:
- Total charge: 0
- 2S+1: 1
- Relative energy (zero: lowest compared OMol25 entry of this formula, charge and spin): 8.949 eV
- Molecular weight: 150.27 g mol⁻¹
- E: -1067.78717 Ha

In elementary charge units, the natural (NBO) charges are:
1. C 0.401
2. C -0.707
3. O -0.471
4. C -0.142
5. S -0.213
6. S -0.078
7. C -0.607
8. C -0.455
9. H 0.243
10. H 0.243
11. H 0.250
12. H 0.202
13. H 0.205
14. H 0.252
15. H 0.249
16. H 0.150
17. H 0.235
18. H 0.242

No. 3
Formula: C7H11NO2
Source: the OMol25 dataset
Level of theory: ωB97M-V/def2-TZVPD

Structure (XYZ):
```
21
Properties=species:S:1:pos:R:3:forces:R:3
C -0.50806 1.50106 -0.65204 -1.4 -0.4 -1.7
C -2.11455 -0.26490 0.22306 -0.7 -0.9 -0.1
C 0.66977 1.06893 0.03027 -1.9 0.5 -0.7
C -3.59537 -0.49054 0.04530 -2.2 -0.5 -0.1
C 1.82710 -0.85178 -1.04217 1.4 0.2 -1.6
C 2.69159 0.18749 1.10131 -0.2 0.0 2.2
C 1.49624 -0.10423 0.24844 -0.9 -0.9 0.9
N 0.14554 2.14229 0.49038 0.7 -0.5 -0.5
O -1.80675 0.87164 -0.40943 0.3 0.2 0.3
O -1.43244 -1.03938 0.86172 0.3 1.0 -0.6
H -0.76129 1.89379 -1.72707 1.5 -0.2 2.2
H -3.92277 -1.58542 0.09784 0.9 1.5 0.1
H -4.06398 -0.06908 -0.90501 1.0 -0.3 1.3
H -4.09276 0.02987 0.91203 0.4 -0.5 -0.8
H 0.84160 -1.24513 -1.44167 1.4 0.6 -0.1
H 2.53256 -1.77849 -0.86138 -1.4 1.9 -0.2
H 2.42061 -0.06851 -1.79959 -1.7 -2.3 1.7
H 3.57087 0.52975 0.57803 0.1 0.3 -0.4
H 2.88460 -0.84253 1.41608 0.8 0.4 0.9
H 2.47470 0.91776 2.00148 0.4 -1.7 -1.7
H 0.74278 -0.80259 0.83242 1.4 1.4 -0.9
```
Positions in Å, forces in eV/Å.

Computed properties:
- Total charge: 0
- SMILES: CC(=O)O[C@H]1N=C1C(C)C
- 2S+1: 1
- Relative energy (zero: lowest compared OMol25 entry of this formula, charge and spin): 3.699 eV
- Molecular weight: 141.17 g mol⁻¹
- E: -478.46084 Ha

In elementary charge units, the natural (NBO) charges are:
1. C 0.113
2. C 0.807
3. C 0.284
4. C -0.726
5. C -0.598
6. C -0.606
7. C -0.344
8. N -0.309
9. O -0.541
10. O -0.615
11. H 0.201
12. H 0.236
13. H 0.234
14. H 0.244
15. H 0.229
16. H 0.227
17. H 0.209
18. H 0.212
19. H 0.217
20. H 0.228
21. H 0.299

No. 4
Formula: C3H5N3OS
Source: the OMol25 dataset
Level of theory: ωB97M-V/def2-TZVPD

Structure (XYZ):
```
13
Properties=species:S:1:pos:R:3:forces:R:3
C 0.68887 -0.54700 -0.41207 -0.9 0.8 -0.2
C -1.52443 -0.73357 -0.31586 -2.4 -1.1 -1.0
C 0.23698 0.48224 0.32590 1.7 0.3 0.3
H 2.62835 -0.35079 -0.56039 -0.3 -0.6 -0.2
H 1.93771 -1.23120 -1.79867 -0.1 -0.3 -1.0
H -3.43037 -0.76684 -0.06840 1.2 -0.9 -0.4
H -1.55094 0.42274 1.34208 0.5 0.4 -2.4
H 1.08556 1.53179 2.43516 0.3 0.3 -2.6
N 1.89248 -1.01375 -0.83514 1.1 1.1 1.5
N -2.65833 -1.37368 -0.46394 1.6 2.4 0.8
N -1.17838 0.45780 0.32155 -1.3 -0.5 3.1
O -0.37999 -1.19354 -0.91992 -0.9 -1.5 -0.4
S 1.22317 1.76500 0.95404 -0.5 -0.3 2.5
```
Positions in Å, forces in eV/Å.

Computed properties:
- Total charge: 0
- SMILES: [H]/N=c1\[nH]c(S)c(N)o1
- 2S+1: 1
- Relative energy (zero: lowest compared OMol25 entry of this formula, charge and spin): 1.700 eV
- Molecular weight: 131.16 g mol⁻¹
- E: -754.97658 Ha

In elementary charge units, the natural (NBO) charges are:
1. C 0.463
2. C 0.664
3. C -0.224
4. H 0.397
5. H 0.394
6. H 0.346
7. H 0.398
8. H 0.130
9. N -0.793
10. N -0.717
11. N -0.612
12. O -0.452
13. S 0.007